DFT (wB97M-V/def2-TZVPD) results for a 15-piece molecular cluster, C54H144N6O30 overall at a distorted geometry.

The geometry in XYZ format:
```
234
Properties=species:S:1:pos:R:3:lowdin_charge:R:1
C -1.64 4.97 -8.99 -0.12
O -0.49 4.23 -9.34 -0.22
C -0.53 2.90 -8.91 -0.21
C 0.76 2.09 -9.43 -0.20
N 0.68 1.71 -10.82 -0.06
C 1.05 2.85 -11.63 -0.20
C 1.11 2.42 -13.11 -0.23
O 2.40 1.89 -13.38 -0.19
C 2.46 1.30 -14.68 -0.11
H -2.55 4.48 -9.31 0.08
H -1.69 5.99 -9.36 0.09
H -1.66 5.03 -7.90 0.08
H -1.50 2.45 -9.12 0.12
H -0.43 2.97 -7.83 0.11
H 0.84 1.19 -8.83 0.11
H 1.58 2.68 -9.01 0.11
H 1.36 0.99 -11.02 0.11
H 2.04 3.21 -11.37 0.12
H 0.38 3.69 -11.41 0.11
H 0.99 3.30 -13.73 0.11
H 0.30 1.78 -13.46 0.12
H 3.40 0.74 -14.67 0.08
H 2.50 2.01 -15.51 0.08
H 1.68 0.57 -14.88 0.08
C 3.45 -1.62 -3.53 -0.08
O 2.15 -1.94 -2.98 -0.21
C 1.43 -0.93 -2.29 -0.21
C 1.60 -1.19 -0.78 -0.26
N 0.81 -0.27 -0.02 -0.06
C 0.87 -0.70 1.43 -0.16
C -0.07 0.09 2.43 -0.21
O -1.41 -0.22 2.11 -0.22
C -2.44 0.70 2.58 -0.08
H 3.36 -0.92 -4.36 0.08
H 3.79 -2.53 -4.01 0.08
H 4.19 -1.40 -2.76 0.08
H 0.38 -1.00 -2.57 0.12
H 1.72 0.09 -2.55 0.12
H 2.59 -1.31 -0.35 0.12
H 1.20 -2.19 -0.63 0.11
H -0.14 -0.41 -0.33 0.10
H 1.86 -0.60 1.88 0.11
H 0.62 -1.76 1.57 0.11
H 0.10 1.17 2.47 0.11
H -0.02 -0.33 3.43 0.11
H -2.31 1.72 2.22 0.08
H -2.43 0.79 3.67 0.08
H -3.40 0.30 2.25 0.08
C 8.72 -5.09 -6.00 -0.08
O 9.50 -4.00 -5.42 -0.18
C 10.35 -4.48 -4.41 -0.27
C 11.01 -3.31 -3.73 -0.21
N 10.00 -2.53 -3.01 -0.07
C 10.55 -1.32 -2.38 -0.20
C 9.36 -0.60 -1.65 -0.16
O 8.48 -0.15 -2.73 -0.21
C 7.41 0.65 -2.34 -0.13
H 9.31 -5.98 -6.23 0.08
H 8.39 -4.73 -6.98 0.08
H 7.79 -5.35 -5.50 0.08
H 11.13 -5.12 -4.81 0.12
H 9.80 -5.12 -3.73 0.12
H 11.57 -2.68 -4.43 0.12
H 11.72 -3.65 -2.98 0.12
H 9.38 -2.15 -3.71 0.09
H 11.04 -0.65 -3.09 0.11
H 11.31 -1.64 -1.68 0.11
H 9.75 0.28 -1.13 0.11
H 8.86 -1.22 -0.91 0.12
H 6.79 0.82 -3.22 0.09
H 7.79 1.62 -1.99 0.08
H 6.78 0.21 -1.57 0.08
C 1.83 -1.75 9.21 -0.09
O 0.56 -1.26 9.70 -0.21
C 0.59 -0.06 10.39 -0.23
C -0.81 0.21 10.95 -0.22
N -1.10 -0.73 11.98 -0.06
C -2.53 -0.97 12.30 -0.16
C -3.45 -1.61 11.15 -0.17
O -2.85 -2.90 10.81 -0.22
C -2.84 -3.12 9.41 -0.13
H 2.41 -0.94 8.77 0.08
H 1.76 -2.51 8.44 0.08
H 2.49 -2.20 9.95 0.08
H 0.87 0.65 9.61 0.12
H 1.39 -0.12 11.13 0.13
H -1.55 0.25 10.15 0.11
H -0.92 1.21 11.38 0.12
H -0.83 -1.61 11.57 0.09
H -3.00 -0.02 12.54 0.10
H -2.66 -1.66 13.13 0.11
H -3.53 -0.96 10.28 0.10
H -4.45 -1.89 11.47 0.11
H -2.03 -2.57 8.92 0.08
H -3.80 -2.91 8.95 0.08
H -2.58 -4.17 9.30 0.09
C -7.92 1.86 8.14 -0.09
O -7.15 2.40 9.25 -0.18
C -7.91 3.36 10.00 -0.24
C -7.08 4.00 11.08 -0.21
N -6.05 4.81 10.44 -0.05
C -4.88 5.32 11.18 -0.18
C -3.81 5.69 10.16 -0.27
O -3.43 4.59 9.38 -0.20
C -2.55 4.99 8.31 -0.08
H -8.48 1.00 8.49 0.08
H -7.40 1.61 7.22 0.08
H -8.69 2.53 7.75 0.08
H -8.78 2.87 10.44 0.12
H -8.22 4.21 9.41 0.12
H -6.55 3.19 11.59 0.12
H -7.76 4.52 11.77 0.12
H -5.68 4.14 9.78 0.08
H -4.41 4.59 11.83 0.11
H -5.09 6.18 11.82 0.12
H -2.87 5.98 10.63 0.12
H -4.11 6.55 9.56 0.12
H -2.14 4.11 7.80 0.09
H -1.70 5.54 8.72 0.08
H -3.05 5.61 7.57 0.08
C -4.75 0.98 -1.24 -0.12
O -4.50 -0.38 -0.92 -0.20
C -5.44 -1.30 -1.50 -0.19
C -5.05 -2.78 -1.06 -0.19
N -5.11 -3.01 0.38 -0.06
C -6.51 -2.97 0.84 -0.19
C -7.46 -4.09 0.32 -0.23
O -8.37 -4.45 1.30 -0.19
C -8.04 -5.62 2.04 -0.11
H -4.49 1.22 -2.27 0.08
H -4.26 1.70 -0.58 0.08
H -5.81 1.22 -1.13 0.08
H -5.31 -1.21 -2.58 0.12
H -6.47 -1.11 -1.23 0.11
H -4.05 -3.02 -1.40 0.11
H -5.64 -3.51 -1.60 0.11
H -4.69 -2.19 0.78 0.09
H -6.92 -1.98 0.66 0.10
H -6.45 -3.13 1.91 0.11
H -6.94 -4.97 -0.07 0.12
H -8.09 -3.63 -0.44 0.12
H -7.09 -5.59 2.57 0.09
H -8.12 -6.48 1.38 0.09
H -8.70 -5.87 2.87 0.08
C 1.78 6.00 -0.45 -0.23
C 2.79 7.14 -0.19 -0.25
O 2.43 7.92 0.94 -0.06
O 1.94 4.93 0.52 -0.08
H 1.95 5.56 -1.44 0.11
H 0.78 6.43 -0.50 0.11
H 2.77 7.72 -1.11 0.11
H 3.80 6.75 -0.14 0.12
H 2.78 7.57 1.77 0.09
H 1.56 4.13 0.13 0.07
C 6.23 -6.00 -0.70 -0.24
C 5.32 -6.88 0.12 -0.27
O 4.82 -6.12 1.17 -0.05
O 7.55 -5.94 -0.10 -0.06
H 5.79 -5.01 -0.73 0.11
H 6.17 -6.19 -1.77 0.11
H 5.83 -7.80 0.41 0.12
H 4.49 -7.28 -0.47 0.12
H 5.53 -5.94 1.80 0.09
H 8.01 -5.25 -0.58 0.08
C -7.49 6.75 5.41 -0.23
C -6.58 7.44 4.31 -0.21
O -6.42 6.61 3.13 -0.10
O -7.54 7.52 6.59 -0.06
H -7.13 5.74 5.59 0.11
H -8.49 6.65 4.98 0.11
H -5.60 7.77 4.65 0.11
H -7.01 8.39 3.98 0.11
H -6.13 7.15 2.39 0.07
H -7.22 6.99 7.31 0.08
C 5.31 -2.82 -11.76 -0.24
C 4.20 -3.92 -11.74 -0.26
O 3.46 -3.89 -12.92 -0.07
O 4.77 -1.54 -11.56 -0.05
H 5.90 -2.85 -12.68 0.12
H 6.00 -3.12 -10.98 0.11
H 3.41 -3.88 -10.99 0.12
H 4.69 -4.88 -11.57 0.11
H 3.22 -4.81 -13.10 0.08
H 4.40 -1.18 -12.37 0.08
C 6.83 3.59 -7.22 -0.25
C 7.02 4.98 -6.63 -0.27
O 5.86 5.60 -6.18 -0.05
O 6.31 3.54 -8.53 -0.07
H 6.11 3.10 -6.57 0.12
H 7.76 3.01 -7.32 0.12
H 7.40 5.54 -7.48 0.12
H 7.81 4.99 -5.88 0.12
H 6.11 6.48 -5.87 0.09
H 5.84 2.73 -8.73 0.08
C 5.62 5.21 6.13 -0.25
C 5.81 4.17 5.10 -0.28
O 4.66 3.40 4.97 -0.05
O 4.61 6.21 5.82 -0.08
H 6.57 5.73 6.26 0.11
H 5.33 4.84 7.11 0.12
H 6.63 3.47 5.27 0.13
H 5.99 4.72 4.17 0.12
H 4.01 3.95 4.52 0.09
H 4.44 6.79 6.56 0.08
C -1.22 -9.30 1.08 -0.23
C -1.66 -7.89 1.35 -0.27
O -3.02 -7.87 1.75 -0.05
O -1.81 -9.94 -0.06 -0.07
H -1.41 -9.89 1.98 0.12
H -0.15 -9.34 0.90 0.11
H -1.51 -7.29 0.45 0.12
H -1.10 -7.35 2.11 0.12
H -3.15 -6.92 1.67 0.08
H -1.39 -9.66 -0.88 0.08
C 0.41 -7.20 -4.90 -0.25
C 1.24 -7.53 -6.11 -0.27
O 0.51 -7.38 -7.31 -0.05
O -0.67 -8.11 -4.94 -0.08
H -0.05 -6.22 -5.04 0.12
H 0.84 -7.28 -3.90 0.13
H 1.69 -8.52 -6.05 0.12
H 2.05 -6.80 -6.05 0.12
H 0.11 -8.24 -7.51 0.09
H -1.14 -8.00 -5.77 0.07
C -11.08 3.25 0.73 -0.25
C -11.74 2.08 -0.10 -0.20
O -12.76 2.66 -0.95 -0.08
O -9.98 2.84 1.52 -0.08
H -11.80 3.73 1.40 0.11
H -10.74 4.06 0.09 0.11
H -12.11 1.27 0.52 0.11
H -10.97 1.57 -0.68 0.11
H -13.39 3.14 -0.39 0.08
H -9.46 3.60 1.80 0.08
```

**E**: -4728.8851 a.u.
**E_HOMO**: -8.72 eV
**Kohn-Sham gap**: 0.323 Eh
**LUMO**: 0.0030 hartree
**Energy relative to the best compared isomer or geometry (same formula, charge and spin)**: 719.69 kJ/mol
**Multiplicity**: 1